Below is a molecular structure, C10H30LiO5S3 at a distorted geometry, with properties calculated with the ωB97M-V functional and the def2-TZVPD basis.

Its net charge is +1. The total energy comes out at -53792.4373 eV. The value obtained for the energy relative to the best compared isomer or geometry (same formula, charge and spin) is 19.1 kcal per mole. Its LUMO energy is -2.2410 eV. For the HOMO-LUMO gap, the calculation gives 9.399 eV.

Geometry (Å):
Li: -43.248 7.842 -18.013
C: -43.233 9.842 -19.887
C: -44.363 10.394 -20.641
O: -44.155 10.422 -21.988
H: -43.745 9.856 -18.918
H: -42.600 10.635 -19.954
H: -42.830 8.994 -20.209
H: -45.008 11.232 -20.368
H: -45.060 9.541 -20.520
H: -44.835 10.459 -22.525
C: -43.553 5.998 -20.539
C: -42.936 5.202 -19.419
O: -43.013 5.720 -18.109
H: -43.215 5.261 -21.335
H: -43.096 6.988 -20.715
H: -44.682 6.127 -20.441
H: -41.944 5.157 -19.606
H: -43.257 4.120 -19.308
H: -42.990 4.751 -17.448
C: -44.065 9.672 -14.009
S: -42.610 9.083 -14.814
O: -43.094 8.328 -16.100
C: -42.081 10.610 -15.492
H: -44.954 9.699 -14.757
H: -43.890 10.777 -13.662
H: -44.523 8.743 -13.297
H: -41.856 11.338 -14.811
H: -42.745 11.091 -16.062
H: -41.220 10.337 -16.164
C: -46.933 9.778 -17.932
S: -46.383 8.505 -18.914
O: -44.875 8.465 -18.717
C: -47.011 7.278 -17.877
H: -47.876 10.032 -18.154
H: -46.417 10.809 -18.332
H: -46.579 9.624 -17.049
H: -48.105 7.499 -17.719
H: -46.397 7.297 -17.001
H: -47.158 6.312 -18.216
C: -39.503 7.616 -20.246
S: -39.799 8.176 -18.525
O: -41.303 8.330 -18.338
C: -39.202 6.626 -17.799
H: -38.735 6.844 -20.267
H: -39.413 8.482 -20.933
H: -40.332 6.787 -20.670
H: -39.707 5.768 -18.325
H: -39.823 6.565 -16.834
H: -38.076 6.468 -17.841

Below is 3 unconnected molecules or ions with the total composition C10H30N2O2Si, with properties calculated with the ωB97M-V functional and the def2-TZVPD basis.

The total energy comes out at -25809.5580 eV. As for the SMILES: CCCN[SiH2]CN.CC(C)O.CC(C)O. Its LUMO energy is 0.8351 eV. For the HOMO-LUMO gap, the calculation gives 9.524 eV.

Geometry (Å):
C: -1.908 4.225 -3.916
C: -2.241 3.407 -2.678
C: -1.139 2.419 -2.267
N: -0.467 2.685 -0.992
Si: 0.538 4.075 -0.765
C: 2.311 3.700 -1.208
N: 2.361 3.245 -2.616
H: -1.706 3.564 -4.764
H: -2.734 4.878 -4.197
H: -1.021 4.842 -3.761
H: -3.164 2.852 -2.867
H: -2.444 4.070 -1.831
H: -0.363 2.400 -3.037
H: -1.549 1.407 -2.223
H: -1.074 2.490 -0.210
H: 0.453 4.473 0.666
H: 0.086 5.196 -1.627
H: 2.720 2.941 -0.534
H: 2.917 4.598 -1.050
H: 2.970 3.826 -3.172
H: 2.695 2.298 -2.693
C: -1.275 -0.697 0.227
C: -0.069 -1.424 -0.334
C: 1.093 -1.424 0.646
O: 0.307 -0.843 -1.583
H: -0.986 0.339 0.415
H: -2.091 -0.697 -0.497
H: -1.633 -1.129 1.161
H: -0.334 -2.454 -0.578
H: 1.398 -0.396 0.868
H: 1.950 -1.949 0.224
H: 0.805 -1.901 1.584
H: 0.430 0.105 -1.434
C: 0.900 -4.295 4.589
C: -0.212 -4.843 3.710
C: -0.068 -6.336 3.464
O: -0.293 -4.125 2.480
H: 1.870 -4.450 4.107
H: 0.766 -3.227 4.755
H: 0.922 -4.799 5.556
H: -1.175 -4.649 4.187
H: 0.877 -6.543 2.954
H: -0.882 -6.700 2.838
H: -0.072 -6.892 4.402
H: 0.533 -4.263 2.003

Below is 6 unconnected molecules or ions with the total composition C10H30NO13 at a distorted geometry, with properties calculated with the ωB97M-V functional and the def2-TZVPD basis.

Its net charge is -1. The total energy comes out at -38958.8703 eV. The value obtained for the energy relative to the best compared isomer or geometry (same formula, charge and spin) is 59.6 kcal per mole. Its LUMO energy is 2.4985 eV. For the HOMO-LUMO gap, the calculation gives 8.340 eV.

Geometry (Å):
N: 0.231 1.056 -0.140
O: 0.631 1.524 -1.237
O: -0.015 -0.157 0.066
O: 0.292 1.806 0.784
C: 2.769 0.832 2.949
C: 3.575 -0.382 3.486
O: 3.916 -0.060 4.811
O: 1.299 0.820 3.097
H: 3.036 0.939 1.898
H: 3.101 1.789 3.352
H: 4.538 -0.492 2.987
H: 3.022 -1.320 3.534
H: 3.085 0.068 5.276
H: 1.054 1.335 2.324
C: -3.470 -0.495 1.167
C: -3.861 -1.584 2.107
O: -2.932 -2.668 1.972
O: -2.300 0.204 1.622
H: -4.319 0.180 1.058
H: -3.097 -1.029 0.293
H: -4.832 -2.022 1.877
H: -3.835 -1.227 3.136
H: -2.174 -2.408 2.500
H: -1.573 0.230 0.995
C: -1.569 4.924 -0.831
C: -1.822 5.322 -2.320
O: -1.532 6.731 -2.517
O: -0.177 4.695 -0.616
H: -2.024 3.984 -0.521
H: -1.953 5.563 -0.036
H: -2.886 5.193 -2.516
H: -1.269 4.811 -3.108
H: -0.640 6.944 -2.800
H: -0.018 4.144 0.154
C: 1.359 -3.758 -0.745
C: 1.971 -3.375 0.579
O: 2.047 -2.012 0.764
O: 2.090 -3.301 -1.921
H: 0.317 -3.439 -0.733
H: 1.378 -4.845 -0.832
H: 2.995 -3.747 0.582
H: 1.389 -3.843 1.373
H: 1.188 -1.618 0.932
H: 2.782 -3.939 -2.110
C: 0.265 -1.569 -4.057
C: -0.986 -1.790 -3.136
O: -1.269 -0.563 -2.397
O: 1.320 -1.115 -3.162
H: 0.164 -0.734 -4.751
H: 0.522 -2.544 -4.471
H: -1.040 -2.724 -2.576
H: -1.785 -1.957 -3.858
H: -0.637 -0.563 -1.675
H: 1.681 -1.810 -2.606

Below is 5 unconnected molecules or ions with the total composition C10H30O10 at a distorted geometry, with properties calculated with the ωB97M-V functional and the def2-TZVPD basis.

The total energy comes out at -31328.2355 eV. The value obtained for the energy relative to the best compared isomer or geometry (same formula, charge and spin) is 24.7 kcal per mole. As for the SMILES: OCCO.OCCO.OCCO.OCCO.OCCO. Its LUMO energy is 0.2908 eV. For the HOMO-LUMO gap, the calculation gives 10.038 eV.

Geometry (Å):
O: 17.322 28.587 22.857
C: 16.915 27.234 22.607
C: 18.010 26.403 21.965
O: 18.004 26.433 20.550
H: 17.566 28.674 23.779
H: 16.622 26.779 23.561
H: 15.999 27.252 22.014
H: 17.778 25.375 22.261
H: 18.975 26.683 22.387
H: 18.330 27.305 20.297
O: 15.621 21.212 22.678
C: 15.533 21.867 23.928
C: 14.227 21.569 24.673
O: 14.022 20.227 25.000
H: 15.949 20.319 22.800
H: 16.364 21.518 24.553
H: 15.553 22.953 23.829
H: 13.440 22.042 24.065
H: 14.240 22.136 25.609
H: 13.722 19.725 24.237
O: 19.028 20.012 12.780
C: 18.976 20.968 13.829
C: 18.375 20.358 15.087
O: 19.194 19.415 15.729
H: 19.248 20.441 11.953
H: 20.014 21.259 14.056
H: 18.406 21.868 13.573
H: 17.472 19.850 14.702
H: 18.140 21.171 15.771
H: 19.302 18.632 15.183
O: 15.467 22.285 19.788
C: 16.608 23.096 20.115
C: 17.256 23.626 18.843
O: 17.285 22.579 17.865
H: 14.981 22.203 20.614
H: 16.284 23.830 20.856
H: 17.326 22.442 20.627
H: 18.286 23.856 19.107
H: 16.709 24.483 18.452
H: 16.599 21.971 18.185
O: 13.235 21.132 14.974
C: 13.887 21.835 16.034
C: 14.637 23.015 15.452
O: 13.918 23.656 14.414
H: 12.745 20.390 15.332
H: 13.169 22.063 16.833
H: 14.570 21.141 16.549
H: 15.643 22.733 15.137
H: 14.711 23.779 16.230
H: 13.215 23.091 14.077

Below is 5 unconnected molecules or ions with the total composition C10H30O10 at a distorted geometry, with properties calculated with the ωB97M-V functional and the def2-TZVPD basis.

The total energy comes out at -31329.3070 eV. The value obtained for the energy relative to the best compared isomer or geometry (same formula, charge and spin) is 0.0 kcal per mole. As for the SMILES: OCCO.OCCO.OCCO.OCCO.OCCO. Its LUMO energy is 0.3346 eV. For the HOMO-LUMO gap, the calculation gives 10.083 eV.

Geometry (Å):
O: -2.248 3.765 -2.555
C: -2.096 2.363 -2.814
C: -1.561 1.683 -1.585
O: -0.252 2.145 -1.264
H: -1.668 4.260 -3.140
H: -3.084 1.941 -3.034
H: -1.467 2.143 -3.679
H: -1.525 0.600 -1.712
H: -2.236 1.871 -0.741
H: -0.323 3.086 -1.071
O: -0.851 0.238 1.572
C: 0.275 -0.553 1.845
C: 1.127 -0.683 0.631
O: 1.525 0.603 0.209
H: -0.537 1.076 1.198
H: 0.855 -0.123 2.673
H: -0.085 -1.518 2.204
H: 0.513 -1.173 -0.136
H: 1.961 -1.335 0.889
H: 0.973 0.886 -0.534
O: -3.563 0.661 1.191
C: -3.895 1.889 1.803
C: -3.409 3.081 0.994
O: -1.992 3.117 1.060
H: -2.595 0.557 1.262
H: -4.980 1.925 1.900
H: -3.464 1.940 2.818
H: -3.889 4.006 1.328
H: -3.724 2.887 -0.046
H: -1.667 3.792 0.459
O: -0.292 -5.652 -3.581
C: 0.543 -4.652 -3.019
C: -0.015 -4.299 -1.664
O: -1.227 -3.594 -1.720
H: -0.019 -5.849 -4.480
H: 1.583 -4.990 -2.875
H: 0.578 -3.763 -3.664
H: 0.721 -3.668 -1.160
H: -0.033 -5.231 -1.079
H: -1.913 -4.195 -2.030
O: 4.251 1.125 1.152
C: 4.252 0.858 2.512
C: 4.878 -0.460 2.847
O: 4.087 -1.582 2.404
H: 3.347 1.019 0.819
H: 4.801 1.650 3.046
H: 3.246 0.915 2.952
H: 4.977 -0.536 3.934
H: 5.883 -0.557 2.421
H: 4.231 -1.669 1.457

Below is a molecular structure, C10H30O5RbS5 at a distorted geometry, with properties calculated with the ωB97M-V functional and the def2-TZVPD basis.

Its net charge is +1. The total energy comes out at -75915.5123 eV. The value obtained for the energy relative to the best compared isomer or geometry (same formula, charge and spin) is 62.4 kcal per mole. Its LUMO energy is -2.3377 eV. For the HOMO-LUMO gap, the calculation gives 8.478 eV.

Geometry (Å):
Rb: -30.902 25.325 -5.911
C: -28.686 21.659 -10.388
S: -28.235 23.461 -10.824
O: -28.669 24.100 -9.519
C: -26.356 23.424 -10.875
H: -28.088 21.348 -9.531
H: -28.576 20.949 -11.207
H: -29.686 21.576 -9.964
H: -26.038 22.583 -11.490
H: -25.936 23.375 -9.871
H: -25.879 24.286 -11.342
C: -33.383 28.623 -9.298
S: -34.620 28.399 -7.988
O: -34.196 27.127 -7.206
C: -34.274 29.960 -7.193
H: -33.429 29.631 -9.710
H: -33.603 28.046 -10.196
H: -32.429 28.377 -8.830
H: -33.216 30.003 -6.934
H: -34.915 30.161 -6.334
H: -34.587 30.766 -7.857
C: -32.697 28.003 -1.141
S: -33.663 26.506 -1.603
O: -32.754 25.521 -2.232
C: -34.141 25.835 0.079
H: -32.155 28.360 -2.016
H: -31.996 27.793 -0.332
H: -33.255 28.864 -0.773
H: -33.734 24.846 0.288
H: -35.210 25.627 0.052
H: -33.793 26.491 0.877
C: -24.096 25.456 -4.486
S: -25.444 25.382 -5.760
O: -26.633 26.145 -5.145
C: -24.812 26.619 -6.949
H: -23.227 24.909 -4.851
H: -24.370 24.947 -3.561
H: -23.882 26.504 -4.277
H: -25.622 27.166 -7.430
H: -24.031 26.313 -7.647
H: -24.265 27.359 -6.366
C: -28.919 32.133 -5.718
S: -28.425 30.422 -6.057
O: -29.643 29.623 -5.693
C: -28.604 30.639 -7.836
H: -28.922 32.246 -4.634
H: -29.896 32.306 -6.170
H: -28.088 32.776 -6.006
H: -28.603 29.719 -8.420
H: -27.903 31.370 -8.239
H: -29.607 30.997 -8.065

Below is 6 unconnected molecules or ions with the total composition C10H32ClFN11O5S, with properties calculated with the ωB97M-V functional and the def2-TZVPD basis.

Its net charge is +1. The total energy comes out at -63592.3081 eV. The value obtained for the energy relative to the best compared isomer or geometry (same formula, charge and spin) is 0.0 kcal per mole. Its LUMO energy is -2.0482 eV. For the HOMO-LUMO gap, the calculation gives 9.152 eV.

Geometry (Å):
C: 1.587 -3.636 0.533
C: 0.766 -2.372 0.519
F: 1.457 -1.351 1.106
N: -0.520 -2.534 1.318
S: -0.283 -2.159 3.064
C: -1.661 -1.781 0.672
C: -2.479 -2.683 -0.272
C: -3.785 -3.086 0.397
Cl: -3.266 -3.958 1.876
H: 0.972 -4.532 0.445
H: 2.159 -3.678 1.459
H: 2.285 -3.624 -0.302
H: 0.483 -2.030 -0.477
H: -0.767 -3.524 1.289
H: -0.910 -3.263 3.521
H: -1.235 -0.944 0.125
H: -2.306 -1.405 1.460
H: -2.679 -2.171 -1.215
H: -1.950 -3.607 -0.521
H: -4.380 -2.226 0.693
H: -4.374 -3.765 -0.212
C: -0.112 1.544 -1.382
O: -0.404 0.347 -1.339
N: 1.026 2.035 -0.823
N: -0.894 2.466 -1.995
H: 1.268 3.011 -0.837
H: 1.646 1.395 -0.363
H: -1.742 2.144 -2.424
H: -0.659 3.452 -2.030
C: -1.463 6.202 -1.697
O: -0.789 5.326 -2.230
N: -0.900 7.185 -0.948
N: -2.816 6.253 -1.830
H: -1.426 7.918 -0.511
H: 0.098 7.171 -0.842
H: -3.252 5.552 -2.400
H: -3.385 6.966 -1.415
C: 4.181 2.963 0.666
O: 3.286 3.762 0.880
N: 5.203 3.217 -0.203
N: 4.224 1.739 1.280
H: 5.947 2.572 -0.388
H: 5.207 4.112 -0.656
H: 3.503 1.536 1.947
H: 4.953 1.068 1.126
C: 1.225 1.487 -5.330
O: 0.092 1.157 -5.632
N: 2.301 1.226 -6.138
N: 1.510 2.138 -4.163
H: 3.239 1.496 -5.915
H: 2.119 0.755 -7.004
H: 0.734 2.342 -3.557
H: 2.434 2.413 -3.892
C: -1.621 -5.254 5.369
O: -0.859 -4.450 4.835
N: -2.784 -5.617 4.755
N: -1.360 -5.826 6.573
H: -3.452 -6.280 5.099
H: -2.907 -5.146 3.886
H: -0.507 -5.565 7.032
H: -1.975 -6.481 7.018

Below is 6 unconnected molecules or ions with the total composition C10H32N4O10 at a distorted geometry, with properties calculated with the ωB97M-V functional and the def2-TZVPD basis.

The total energy comes out at -37324.0885 eV. The value obtained for the energy relative to the best compared isomer or geometry (same formula, charge and spin) is 3.5 kcal per mole. As for the SMILES: NC(N)=O.NC(N)=O.OCCO.OCCO.OCCO.OCCO. Its LUMO energy is 0.5202 eV. For the HOMO-LUMO gap, the calculation gives 10.210 eV.

Geometry (Å):
N: 2.144 -3.566 -0.657
C: 1.157 -4.153 -0.057
N: 1.456 -5.147 0.833
O: -0.057 -3.826 -0.268
H: 1.896 -2.669 -1.076
H: 3.079 -3.677 -0.388
H: 2.269 -5.019 1.458
H: 0.667 -5.322 1.471
N: -0.585 1.007 0.155
C: -0.104 -0.300 0.200
N: -0.885 -1.302 0.870
O: 1.012 -0.521 -0.387
H: -0.155 1.627 -0.539
H: -1.575 1.085 0.253
H: -1.813 -1.051 1.069
H: -0.683 -2.294 0.676
O: -3.366 0.218 -1.410
C: -2.792 1.122 -2.408
C: -2.010 0.384 -3.397
O: -1.208 1.252 -4.104
H: -3.386 -0.669 -1.704
H: -3.641 1.634 -2.763
H: -2.145 1.792 -1.848
H: -2.588 -0.203 -4.166
H: -1.323 -0.328 -2.954
H: -1.770 1.939 -4.446
O: 2.873 1.216 -1.723
C: 2.114 1.584 -2.856
C: 1.752 3.066 -2.865
O: 0.874 3.383 -1.772
H: 2.266 0.784 -1.050
H: 2.731 1.403 -3.773
H: 1.203 0.971 -2.940
H: 1.342 3.337 -3.838
H: 2.711 3.617 -2.675
H: 1.456 3.476 -1.046
O: -3.036 2.653 4.788
C: -3.317 1.719 3.846
C: -3.512 2.450 2.540
O: -3.346 1.512 1.378
H: -2.528 2.230 5.478
H: -2.529 0.987 3.697
H: -4.239 1.135 3.976
H: -2.742 3.246 2.471
H: -4.510 2.921 2.532
H: -4.089 1.617 0.770
O: 3.363 -3.229 2.343
C: 2.518 -2.039 2.315
C: 3.277 -0.777 1.892
O: 3.830 -0.969 0.569
H: 4.229 -2.835 2.111
H: 1.664 -2.301 1.693
H: 2.166 -1.939 3.356
H: 4.144 -0.574 2.537
H: 2.630 0.063 1.878
H: 3.110 -0.719 -0.044